C5H12NS2 | ωB97M-V/def2-TZVPD

* charge: -1
* HOMO energy: -2.4 eV
* SMILES: [S-]CCCNCCS
* LUMO energy: 0.108 Eh
* Kohn-Sham gap: 5.37 eV
* max |F|: 1.23 eV/A

Geometry as XYZ:
```
20
Properties=species:S:1:pos:R:3:forces:R:3:mulliken_charge:R:1
C -2.220868 1.136378 -0.841495 -0.98 -0.19 -0.31 -0.683
C -2.749330 -0.271087 -0.529752 -0.89 0.11 -0.30 -0.746
S -2.494218 -0.869356 1.121569 0.64 -0.30 0.99 -0.672
C -0.833052 1.180562 -1.449698 -0.38 -0.04 -1.17 -0.586
N 0.264141 1.209119 -0.482896 -0.24 -0.53 0.25 -0.378
C 1.049493 -0.032474 -0.463323 0.99 0.01 -0.36 -0.449
C 2.331775 0.321068 0.324268 -1.03 0.16 -0.04 -0.681
S 3.550290 -0.930723 0.771480 -0.14 -0.29 0.01 -0.248
H -2.973132 1.555350 -1.527700 0.44 0.17 -0.36 0.383
H -2.326208 1.777313 0.039159 0.33 -0.15 0.15 0.292
H -3.844094 -0.255769 -0.685236 0.27 0.09 -0.14 0.253
H -2.375189 -0.979571 -1.279449 0.16 0.11 -0.06 0.244
H -0.726936 0.329231 -2.139638 0.01 -0.28 0.44 0.244
H -0.805715 1.988620 -2.199975 0.40 0.49 0.61 0.291
H -0.193515 1.221941 0.431792 0.09 0.14 -0.16 0.301
H 0.503851 -0.896759 -0.070329 0.00 0.09 0.24 0.299
H 1.377674 -0.283228 -1.478098 -0.25 0.07 -0.11 0.405
H 2.812678 1.121182 -0.231277 0.07 0.16 0.22 0.364
H 1.933226 0.705249 1.267172 0.55 0.12 0.13 0.286
H 3.800629 -1.410658 -0.454408 -0.04 0.05 -0.05 0.080
```
Positions in Å, forces in eV/Å.

---

C4H6O | ωB97M-V/def2-TZVPD

* HOMO energy: -9.4 eV
* LUMO energy: 0.043 Eh
* Kohn-Sham gap: 10.53 eV
* max |F|: 1.68 eV/A

Geometry as XYZ:
```
11
Properties=species:S:1:pos:R:3:forces:R:3:mulliken_charge:R:1
C -1.192375 -0.476440 -0.187249 -0.21 -0.18 -0.03 -0.506
C -0.048288 -0.129987 0.702886 0.21 -0.22 0.38 -0.256
C 1.265256 -0.177096 -0.049564 0.45 -0.47 0.21 -0.362
O 0.722823 0.501675 -1.201303 0.08 0.12 0.10 -0.400
C -0.449219 0.777471 -0.448454 0.12 0.10 0.86 -0.104
H -2.192665 -0.382598 0.216716 0.13 -0.10 0.13 0.259
H -1.025281 -1.301368 -0.873823 -0.25 0.26 -0.19 0.186
H -0.186662 0.134847 1.744785 0.16 -0.10 -0.18 0.331
H 1.661071 -1.171776 -0.257727 0.25 0.02 -0.26 0.245
H 2.030523 0.474370 0.387445 -0.06 -0.29 0.15 0.249
H -0.575984 1.738602 0.010983 -0.87 0.84 -1.16 0.357
```
Positions in Å, forces in eV/Å.

---

C12H23BNO7PS | ωB97M-V/def2-TZVPD

* HOMO energy: -9.7 eV
* SMILES: C#CC[C@@]1(P(=N)(O)O)OS(=O)(=O)O[C@@]1(CCCCC)B(O)CC
* LUMO energy: 0.018 Eh
* Kohn-Sham gap: 10.14 eV
* max |F|: 0.73 eV/A

Geometry as XYZ:
```
46
Properties=species:S:1:pos:R:3:forces:R:3:mulliken_charge:R:1
C -1.063397 -0.759659 2.345377 0.54 0.28 -0.06 0.209
C -0.000620 -0.343408 1.972602 -0.28 -0.14 0.19 -0.366
C 1.329582 0.155496 1.633303 -0.10 -0.04 0.15 -2.209
C 1.504682 0.790322 0.243874 -0.44 -0.31 0.09 0.888
P 1.060888 2.608568 0.469043 0.58 0.36 -0.18 1.246
N 2.164108 3.497732 1.078381 -0.39 -0.56 0.26 -0.893
O -0.271427 2.614508 1.362214 0.11 -0.14 -0.08 -0.546
O 0.484199 3.085863 -0.937509 -0.12 0.05 0.24 -0.466
O 2.925304 0.687985 -0.018514 0.15 0.51 0.19 -0.372
S 3.204305 1.048488 -1.555529 0.09 -0.25 -0.05 1.445
O 4.148779 0.094055 -2.026188 -0.03 0.07 0.01 -0.663
O 3.432366 2.439386 -1.711830 0.09 -0.09 -0.07 -0.613
O 1.760555 0.699837 -2.057542 -0.22 0.09 -0.03 -0.517
C 0.926284 0.041469 -0.978123 -0.01 0.06 -0.20 0.586
C -0.527380 0.271785 -1.375509 0.02 -0.04 -0.22 -1.546
C -1.495584 -0.854337 -0.992406 -0.12 -0.23 -0.19 0.110
C -2.931951 -0.362592 -0.816446 0.08 0.16 -0.16 -1.181
C -3.121588 0.764288 0.214075 -0.15 0.02 -0.12 0.217
C -4.204778 0.458390 1.244347 0.05 0.35 -0.03 -1.746
B 1.372889 -1.503956 -1.223541 -0.14 -0.16 0.20 0.490
O 1.022928 -1.952524 -2.480421 0.14 0.67 0.05 -0.809
C 2.100597 -2.477295 -0.237361 0.24 -0.20 -0.15 -0.264
C 1.072703 -3.338230 0.557049 0.19 0.24 -0.03 -1.114
H -2.023409 -1.074660 2.666734 -0.11 -0.11 0.01 0.449
H 2.059263 -0.642352 1.746053 0.02 -0.08 -0.09 0.553
H 1.594883 0.909958 2.378975 0.14 -0.04 0.03 0.593
H 3.067495 3.065863 1.212266 0.14 0.23 -0.15 0.309
H 0.015324 2.783234 2.269595 -0.22 0.08 0.11 0.345
H 0.592179 4.047741 -0.974401 0.08 0.01 -0.26 0.419
H -0.504082 0.322846 -2.464784 -0.04 0.07 -0.02 0.349
H -0.882830 1.242597 -1.047831 -0.02 0.04 0.19 0.603
H -1.501991 -1.577573 -1.810830 0.09 -0.11 0.07 0.361
H -1.174008 -1.400552 -0.104814 0.00 0.21 0.03 -0.238
H -3.274611 -0.017655 -1.796084 -0.09 -0.02 0.00 0.288
H -3.564976 -1.215651 -0.563247 -0.01 -0.03 0.03 0.564
H -3.416775 1.674530 -0.312482 0.09 0.08 0.05 0.445
H -2.180130 1.003463 0.710634 -0.07 -0.12 0.03 -0.055
H -5.192847 0.506915 0.784454 -0.03 -0.22 -0.01 0.434
H -4.200504 1.210530 2.034722 0.02 -0.06 0.10 0.363
H -4.074040 -0.526177 1.694683 -0.04 -0.04 0.02 0.337
H 1.800061 -2.163300 -3.007034 -0.08 -0.52 -0.05 0.340
H 2.804193 -1.997115 0.436995 0.01 0.07 0.03 0.270
H 2.699698 -3.156043 -0.850322 0.05 0.02 -0.02 0.468
H 1.135911 -3.119656 1.620484 -0.08 -0.01 0.06 0.329
H 1.282704 -4.394965 0.415957 -0.08 -0.05 0.02 0.326
H 0.045030 -3.148133 0.250911 -0.06 -0.12 -0.01 0.264
```
Positions in Å, forces in eV/Å.